One molecule with the formula C26H33N3O4S. Source: the Open Molecules 2025 dataset; level of theory: wB97M-V/def2-TZVPD.

Properties
Frontier orbital gap ... 8.29 eV
Max |F| ... 0.89 eV/Å
SMILES ... COc1cccc(NC(=S)N(CCCN2CCOCC2)[C@H](C)c2cc3cccc(OC)c3o2)c1
E_HOMO ... -7.84 eV
ΔE to the lowest compared entry with this formula, charge and spin ... 3.3892 eV
DFT total energy ... -50992.080 eV

The geometry in XYZ format:
```
67
Properties=species:S:1:pos:R:3:forces:R:3
S -0.565000 2.920336 -0.179015 0.03 0.58 -0.21
O -7.388875 -1.786501 -0.006652 -0.15 -0.03 0.06
O 0.900023 -0.690709 -1.185865 -0.33 0.20 -0.15
O 5.210367 -0.213717 2.136079 0.03 0.24 -0.20
O 3.176014 0.300538 -2.974331 0.36 -0.28 0.13
N -5.497671 0.331149 0.051132 -0.19 0.06 -0.02
N -1.357852 0.432435 0.085962 0.36 -0.06 0.05
N 0.663059 0.944327 1.099903 -0.51 -0.55 0.38
C 4.641034 -2.346046 -0.953273 0.07 0.00 0.00
C -4.937800 1.650898 0.300715 0.25 -0.06 0.14
C 3.606754 -2.796051 -0.162765 -0.20 0.01 0.05
C 2.524476 2.271340 0.186652 -0.21 0.11 -0.11
C -1.140713 -1.013345 0.102766 0.06 -0.20 -0.02
C 2.371470 -2.170509 -0.304049 0.27 0.30 -0.56
C 1.953741 0.981855 -3.162539 -0.37 0.28 -0.09
C 4.770672 1.578558 0.702925 0.12 -0.10 0.08
C -3.473013 1.553273 0.722874 -0.21 0.01 -0.30
C 2.185550 -1.140992 -1.246550 0.54 -0.63 0.34
C 3.894838 2.420984 0.054832 0.14 -0.24 0.15
C -6.330153 -1.775748 0.919684 0.17 0.14 0.33
C -7.025879 -1.095664 -1.178675 0.00 0.34 -0.25
C -6.614982 0.346434 -0.877690 -0.07 -0.36 -0.06
C 2.024202 1.242597 0.971600 0.45 0.38 -0.17
C -5.909403 -0.347934 1.267605 -0.04 -0.34 -0.11
C 4.776884 -1.255547 2.973768 -0.09 -0.14 0.13
C 1.115887 -2.298352 0.367089 -0.54 0.35 -0.17
C 4.460847 -1.314485 -1.866533 -0.17 0.12 -0.06
C 0.285959 -1.380186 -0.190266 0.09 -0.62 0.32
C 3.233371 -0.684448 -2.047934 -0.06 0.08 -0.04
C -0.394084 1.358236 0.335832 -0.06 0.27 0.09
C 4.275501 0.562512 1.521750 -0.03 0.16 -0.14
C -1.650834 -1.653205 1.397945 0.13 -0.02 -0.33
C 2.905869 0.400842 1.654013 0.06 -0.11 0.22
C -2.652001 0.888917 -0.385676 -0.38 0.23 0.09
H 4.278171 3.211949 -0.571211 0.05 0.08 -0.06
H 0.506501 0.086778 1.614497 0.04 0.14 -0.16
H -6.302418 0.834000 -1.803222 -0.04 0.01 0.00
H -6.186380 -1.612057 -1.669387 -0.07 0.05 0.00
H -2.699789 -1.403341 1.533034 -0.09 0.03 0.02
H -5.076139 -0.376255 1.971203 -0.01 -0.01 0.06
H 4.202396 -0.874769 3.825301 0.01 -0.01 -0.03
H 5.682890 -1.736166 3.339531 -0.08 -0.01 0.01
H 0.889005 -2.981724 1.159711 -0.14 -0.12 0.20
H 5.618531 -2.794371 -0.863516 0.11 -0.04 0.00
H -5.511048 2.197983 1.066425 -0.04 0.02 -0.10
H -3.087773 2.553126 0.921541 0.02 -0.05 0.07
H -5.464694 -2.314452 0.502023 -0.04 0.03 0.07
H 1.856618 2.948046 -0.317580 0.03 -0.03 0.05
H -1.745209 -1.410382 -0.726561 0.11 0.09 0.13
H -3.214995 0.033192 -0.758280 0.13 -0.05 0.05
H -3.382128 0.972173 1.641675 0.02 -0.02 0.07
H 5.838086 1.682890 0.600220 0.16 0.02 -0.01
H -7.482171 0.890127 -0.463513 0.03 0.01 -0.05
H 2.499255 -0.389778 2.267714 -0.01 -0.10 0.04
H -1.559608 -2.734181 1.340849 -0.01 -0.15 0.05
H -1.097254 -1.299432 2.265052 0.06 0.05 0.10
H 3.740819 -3.600691 0.543376 0.04 -0.08 0.08
H 1.167623 0.303857 -3.505899 0.05 0.04 0.00
H 2.150313 1.727993 -3.930375 -0.04 -0.03 0.04
H -4.990725 2.221293 -0.629233 -0.06 0.05 0.00
H 1.627761 1.479695 -2.247171 0.00 -0.02 -0.08
H -6.691538 -2.300922 1.805506 0.08 0.02 -0.03
H -2.504500 1.600623 -1.203646 -0.05 -0.14 0.03
H -6.757067 0.171007 1.750355 0.07 0.00 0.00
H -7.899151 -1.120693 -1.832217 0.09 0.01 -0.02
H 4.176198 -1.986111 2.423004 0.01 0.03 0.03
H 5.286618 -0.968573 -2.466394 0.10 0.07 -0.10
```
Positions in Å, forces in eV/Å.